1.
{"formula": "C28H49N5O8", "method": "ωB97M-V/def2-TZVPD", "species": ["C", "C", "N", "C", "C", "C", "O", "C", "C", "C", "C", "N", "C", "C", "C", "C", "C", "N", "N", "N", "C", "C", "O", "H", "H", "H", "H", "H", "H", "H", "H", "H", "H", "H", "H", "H", "H", "H", "H", "H", "H", "H", "H", "H", "C", "O", "C", "C", "O", "C", "C", "O", "C", "H", "H", "H", "H", "H", "H", "H", "H", "H", "H", "H", "H", "H", "H", "C", "O", "C", "C", "O", "C", "C", "O", "C", "H", "H", "H", "H", "H", "H", "H", "H", "H", "H", "H", "H", "H", "H"], "positions_angstrom": [[3.91, 2.26, -0.66], [3.40, 0.83, -0.95], [4.47, -0.15, -1.23], [5.40, -0.37, -0.23], [6.69, -0.70, -0.45], [7.58, -0.96, 0.69], [8.52, -1.73, 0.62], [7.28, -0.19, 1.94], [8.29, 0.28, 2.78], [9.75, -0.02, 2.51], [10.74, 0.91, 3.14], [10.97, 0.92, 4.38], [7.89, 1.05, 3.88], [6.55, 1.29, 4.14], [5.53, 0.79, 3.33], [4.11, 1.08, 3.71], [3.33, -0.09, 4.40], [2.98, 0.40, 5.75], [4.18, -1.26, 4.59], [2.13, -0.40, 3.62], [5.93, 0.07, 2.20], [4.94, -0.39, 1.20], [3.82, -0.78, 1.48], [3.73, 2.55, 0.38], [4.98, 2.35, -0.84], [3.40, 2.98, -1.29], [2.80, 0.46, -0.13], [2.76, 0.85, -1.83], [4.98, 0.18, -2.04], [7.10, -0.81, -1.45], [9.92, -0.05, 1.44], [9.96, -1.02, 2.88], [11.29, 1.58, 2.46], [11.68, 1.60, 4.62], [8.64, 1.44, 4.55], [6.29, 1.87, 5.01], [3.56, 1.43, 2.83], [4.15, 1.88, 4.44], [2.57, 1.32, 5.65], [2.21, -0.18, 6.07], [4.37, -1.38, 5.57], [3.74, -2.11, 4.25], [2.26, -0.11, 2.66], [2.00, -1.40, 3.56], [-5.43, -0.06, 0.16], [-4.18, -0.59, -0.22], [-3.68, -0.09, -1.45], [-2.19, 0.13, -1.41], [-1.77, 1.23, -0.63], [-1.81, 1.13, 0.79], [-0.73, 0.27, 1.39], [-0.92, -1.11, 1.13], [0.26, -1.80, 0.81], [-6.24, -0.50, -0.41], [-5.57, -0.28, 1.22], [-5.45, 1.03, 0.03], [-4.18, 0.85, -1.71], [-3.89, -0.82, -2.24], [-1.89, 0.39, -2.43], [-1.67, -0.79, -1.13], [-2.80, 0.81, 1.14], [-1.64, 2.15, 1.14], [-0.73, 0.43, 2.48], [0.25, 0.60, 1.01], [0.86, -1.25, 0.08], [-0.02, -2.76, 0.37], [0.87, -1.99, 1.70], [-7.06, -2.56, -6.13], [-8.15, -2.15, -5.35], [-8.05, -2.49, -3.98], [-8.58, -1.39, -3.08], [-7.76, -0.24, -2.99], [-7.66, 0.63, -4.11], [-8.90, 1.45, -4.39], [-9.96, 0.67, -4.90], [-11.23, 1.01, -4.39], [-7.09, -3.64, -6.34], [-7.11, -2.02, -7.07], [-6.10, -2.33, -5.64], [-7.01, -2.71, -3.70], [-8.65, -3.39, -3.78], [-8.58, -1.80, -2.06], [-9.61, -1.14, -3.33], [-7.34, 0.10, -5.01], [-6.87, 1.33, -3.84], [-8.63, 2.22, -5.13], [-9.20, 1.97, -3.47], [-11.21, 1.11, -3.30], [-11.91, 0.19, -4.64], [-11.61, 1.93, -4.83]], "mulliken_charge": [-1.168, -0.158, -0.235, 0.469, -1.202, -0.201, -0.603, 0.433, 0.771, -0.060, -0.213, -0.592, -1.233, -1.113, 0.826, -2.239, 1.394, -0.830, -0.527, -0.390, 0.288, 0.589, -0.650, 0.311, 0.314, 0.343, -0.185, 0.627, 0.334, 0.420, 0.338, 0.268, 0.392, 0.241, 0.464, 0.464, 0.346, 0.781, 0.303, 0.294, 0.242, 0.236, -0.157, 0.274, -0.612, -0.317, -0.391, -0.336, -0.454, -0.455, -0.010, -0.399, -0.424, 0.135, 0.273, 0.360, 0.286, 0.326, 0.376, 0.127, 0.158, 0.416, 0.386, -0.119, 0.259, 0.389, 0.023, -0.742, -0.296, -0.564, -0.321, -0.343, -0.323, -0.609, -0.301, -0.782, 0.321, 0.234, 0.320, 0.319, 0.390, 0.397, 0.120, 0.155, 0.368, 0.386, 0.356, 0.357, 0.233, 0.323], "lumo_ev": -0.7, "e_above_lowest_kj_mol": 0.0, "smiles": "[H]/N=C/Cc1ccc(CC(N)(N)N)c2c1C(=O)C=C(NCC)C2=O.COCCOCCOC.COCCOCCOC"}

2.
{"formula": "C4H9NO2", "method": "ωB97M-V/def2-TZVPD", "species": ["N", "C", "O", "C", "C", "C", "O", "H", "H", "H", "H", "H", "H", "H", "H", "H"], "positions_angstrom": [[-1.25, -1.45, 0.83], [-1.86, -0.30, 0.44], [-3.02, -0.04, 0.71], [-0.98, 0.64, -0.40], [0.41, 0.89, 0.14], [1.53, 0.17, -0.41], [1.31, -1.17, -0.63], [-1.81, -2.14, 1.30], [-0.33, -1.70, 0.50], [-0.94, 0.26, -1.42], [-1.53, 1.59, -0.43], [1.71, 1.85, 0.30], [0.41, 1.16, 1.19], [2.17, 0.58, -1.19], [2.35, 1.16, 0.45], [1.82, -1.50, -1.38]], "mulliken_charge": [-0.302, 0.509, -0.639, -0.725, -0.330, -0.334, -0.489, 0.209, 0.200, 0.294, 0.230, 0.150, 0.380, 0.351, 0.152, 0.344], "lumo_ev": 0.2, "e_above_lowest_kj_mol": 506.3}

3.
{"formula": "C11H18N2O2", "method": "ωB97M-V/def2-TZVPD", "species": ["C", "C", "C", "C", "C", "C", "C", "C", "C", "C", "C", "N", "N", "O", "O", "H", "H", "H", "H", "H", "H", "H", "H", "H", "H", "H", "H", "H", "H", "H", "H", "H", "H"], "positions_angstrom": [[-0.05, 0.50, -1.54], [0.93, 0.39, 0.68], [-0.01, 3.05, 0.30], [2.57, -1.33, -0.25], [3.55, 0.97, 0.27], [-1.43, -1.89, -0.05], [-2.06, -0.16, 1.62], [-2.75, 0.24, -0.76], [2.22, 0.18, -0.12], [-0.23, 0.40, -0.20], [-1.59, -0.36, 0.23], [-0.21, 0.47, -2.71], [-0.65, 3.05, 1.32], [0.94, 0.61, 1.88], [0.45, 3.30, -0.74], [2.11, -1.66, -1.17], [3.70, -1.49, -0.17], [1.97, -1.83, 0.55], [3.92, 0.58, 1.16], [4.17, 0.71, -0.55], [3.45, 2.01, 0.39], [-0.98, -2.15, 0.92], [-2.28, -2.52, -0.32], [-0.63, -1.94, -0.93], [-2.26, 0.89, 1.75], [-1.34, -0.46, 2.31], [-2.98, -0.65, 1.75], [-2.59, -0.12, -1.69], [-3.64, -0.32, -0.45], [-3.07, 1.30, -0.60], [1.97, 0.53, -1.06], [-0.24, 1.13, -3.46], [-0.34, 2.73, 2.21]], "mulliken_charge": [-0.251, 0.144, 0.735, -1.127, -1.894, -1.188, -2.031, -1.942, 0.743, 0.431, 1.607, -0.422, -0.560, -0.683, -0.466, 0.245, 0.400, 0.253, 0.434, 0.471, 0.401, 0.344, 0.353, 0.188, 0.390, 0.492, 0.509, 0.650, 0.527, 0.263, 0.356, 0.302, 0.325], "lumo_ev": 0.7, "e_above_lowest_kj_mol": 494.5, "smiles": "CC(C)C(=O)C(=C=N)C(C)(C)C.N=C=O"}

4.
{"formula": "C25H51KO19", "method": "ωB97M-V/def2-TZVPD", "species": ["K", "C", "O", "H", "H", "H", "C", "C", "O", "C", "O", "O", "C", "H", "H", "H", "H", "H", "H", "H", "H", "C", "C", "O", "C", "O", "O", "C", "H", "H", "H", "H", "H", "H", "H", "H", "C", "C", "O", "C", "O", "O", "C", "H", "H", "H", "H", "H", "H", "H", "H", "C", "C", "O", "C", "O", "O", "C", "H", "H", "H", "H", "H", "H", "H", "H", "C", "C", "O", "C", "O", "O", "C", "H", "H", "H", "H", "H", "H", "H", "H", "C", "C", "O", "C", "O", "O", "C", "H", "H", "H", "H", "H", "H", "H", "H"], "positions_angstrom": [[-1.20, -3.99, -5.15], [1.14, -1.23, -0.66], [1.64, -1.00, -1.97], [0.44, -0.50, -0.26], [0.72, -2.24, -0.70], [1.96, -1.30, 0.05], [5.95, -3.19, 3.31], [7.13, -3.09, 2.22], [7.87, -1.97, 2.72], [8.06, -0.91, 1.94], [7.82, -0.84, 0.74], [8.71, -0.03, 2.74], [8.99, 1.24, 2.27], [5.39, -2.26, 3.42], [6.26, -3.57, 4.29], [5.23, -3.90, 2.88], [6.73, -2.92, 1.22], [7.64, -4.05, 2.13], [8.19, 1.64, 1.65], [9.87, 1.18, 1.63], [9.04, 1.82, 3.19], [-3.48, -7.67, 2.70], [-3.47, -9.00, 3.54], [-4.49, -9.92, 3.19], [-5.64, -9.86, 3.87], [-5.98, -9.38, 4.91], [-6.44, -10.68, 3.10], [-7.63, -11.20, 3.72], [-2.63, -7.78, 2.03], [-3.40, -6.80, 3.35], [-4.34, -7.60, 2.03], [-3.54, -8.78, 4.60], [-2.50, -9.47, 3.41], [-8.25, -10.44, 4.20], [-7.23, -12.00, 4.35], [-8.24, -11.73, 3.00], [-0.16, -1.86, 9.97], [-0.33, -2.26, 8.57], [-1.58, -1.64, 8.10], [-1.59, -0.47, 7.49], [-0.63, 0.32, 7.58], [-2.63, -0.44, 6.64], [-3.06, 0.59, 5.83], [0.18, -0.85, 10.19], [0.55, -2.53, 10.45], [-1.13, -2.01, 10.44], [-0.49, -3.34, 8.61], [0.59, -2.00, 8.05], [-3.21, 1.52, 6.39], [-4.06, 0.23, 5.60], [-2.48, 0.63, 4.91], [-6.80, 1.31, -2.25], [-7.65, 2.40, -2.97], [-8.74, 2.70, -2.11], [-9.76, 1.69, -1.99], [-9.84, 0.64, -2.62], [-10.58, 1.96, -1.01], [-11.71, 1.13, -0.62], [-6.45, 1.38, -1.22], [-5.87, 1.27, -2.83], [-7.17, 0.30, -2.41], [-8.02, 2.12, -3.95], [-7.19, 3.36, -3.19], [-12.65, 1.61, -0.91], [-11.68, 1.10, 0.47], [-11.64, 0.09, -0.94], [3.92, 6.44, -11.89], [3.78, 5.16, -11.12], [2.96, 5.54, -10.01], [2.76, 4.64, -9.01], [3.54, 3.67, -8.66], [1.52, 4.83, -8.51], [1.07, 4.03, -7.47], [2.96, 6.94, -11.91], [4.37, 6.46, -12.88], [4.32, 7.25, -11.27], [4.77, 4.94, -10.73], [3.43, 4.33, -11.72], [0.06, 4.40, -7.34], [1.61, 4.21, -6.54], [1.06, 2.99, -7.81], [3.76, 5.14, 0.93], [3.91, 5.02, -0.64], [4.63, 6.11, -1.13], [5.28, 5.98, -2.27], [5.57, 4.94, -2.89], [5.71, 7.19, -2.68], [6.41, 7.37, -3.91], [3.31, 4.27, 1.42], [2.97, 5.83, 1.23], [4.62, 5.46, 1.53], [2.90, 5.00, -1.04], [4.31, 4.01, -0.76], [6.95, 8.31, -3.98], [5.75, 7.34, -4.78], [7.25, 6.70, -4.09]], "mulliken_charge": [0.849, -0.437, -0.825, 0.160, 0.140, 0.115, -1.059, -0.325, -0.270, 0.748, -0.578, -0.299, -0.648, 0.316, 0.290, 0.357, 0.333, 0.307, 0.333, 0.273, 0.223, -0.916, -0.321, -0.299, 0.695, -0.513, -0.324, -0.649, 0.289, 0.265, 0.321, 0.322, 0.317, 0.283, 0.301, 0.230, -1.159, -0.113, -0.297, 0.713, -0.588, -0.300, -0.638, 0.295, 0.368, 0.309, 0.298, 0.282, 0.312, 0.238, 0.281, -1.071, -0.225, -0.334, 0.768, -0.581, -0.329, -0.627, 0.312, 0.353, 0.316, 0.267, 0.318, 0.262, 0.249, 0.322, -1.235, -0.114, -0.240, 0.698, -0.589, -0.297, -0.618, 0.329, 0.362, 0.319, 0.254, 0.320, 0.222, 0.295, 0.294, -1.235, -0.177, -0.247, 0.784, -0.584, -0.332, -0.678, 0.399, 0.317, 0.333, 0.248, 0.304, 0.279, 0.284, 0.306], "lumo_ev": -2.0, "e_above_lowest_kj_mol": 751.7}

5.
{"formula": "C19H33AuBBrF2N6OPS", "method": "ωB97M-V/def2-TZVPD", "species": ["Au", "N", "N", "C", "N", "S", "H", "H", "H", "H", "H", "F", "B", "F", "Br", "C", "C", "C", "C", "C", "C", "H", "H", "H", "H", "O", "P", "N", "C", "C", "C", "C", "N", "C", "C", "C", "C", "N", "C", "C", "C", "C", "H", "H", "H", "H", "H", "H", "H", "H", "H", "H", "H", "H", "H", "H", "H", "H", "H", "H", "H", "H", "H", "H", "H", "H"], "positions_angstrom": [[-0.51, 2.26, -1.66], [-3.51, 4.09, -1.64], [-4.58, 3.23, -1.69], [-4.44, 1.90, -1.78], [-5.57, 1.19, -1.85], [-2.98, 1.04, -1.76], [-3.58, 4.70, -0.84], [-3.43, 4.64, -2.49], [-5.52, 3.60, -1.68], [-6.48, 1.61, -1.94], [-5.49, 0.20, -1.98], [-1.12, 5.26, -1.89], [-0.56, 4.29, -1.17], [0.11, 4.73, -0.11], [6.20, 2.04, -1.75], [4.32, 1.96, -1.82], [3.61, 1.69, -0.65], [2.24, 1.58, -0.71], [1.58, 1.80, -1.92], [2.30, 2.00, -3.10], [3.67, 2.13, -3.05], [4.14, 1.57, 0.29], [1.68, 1.36, 0.20], [1.80, 2.11, -4.06], [4.24, 2.35, -3.94], [-0.61, -0.20, -0.90], [0.12, -0.92, 0.17], [-0.76, -2.28, 0.59], [-2.18, -2.42, 0.26], [-2.80, -2.85, 1.59], [-1.73, -3.79, 2.16], [-0.40, -3.18, 1.69], [1.63, -1.38, -0.31], [1.75, -1.73, -1.74], [2.87, -2.78, -1.81], [2.94, -3.35, -0.39], [2.62, -2.14, 0.47], [0.33, 0.06, 1.50], [1.31, 0.00, 2.59], [0.56, 0.53, 3.80], [-0.39, 1.56, 3.18], [-0.82, 0.91, 1.87], [-2.33, -3.20, -0.49], [-2.58, -1.49, -0.14], [-3.77, -3.34, 1.46], [-2.93, -1.98, 2.24], [-1.86, -4.79, 1.74], [-1.78, -3.87, 3.24], [0.29, -3.96, 1.36], [0.08, -2.62, 2.50], [2.00, -0.84, -2.33], [0.81, -2.13, -2.12], [3.82, -2.31, -2.07], [2.65, -3.55, -2.55], [3.91, -3.78, -0.16], [2.18, -4.13, -0.25], [3.52, -1.53, 0.61], [2.23, -2.41, 1.45], [2.17, 0.64, 2.36], [1.69, -1.01, 2.75], [1.23, 0.96, 4.54], [-0.02, -0.27, 4.27], [0.13, 2.50, 2.99], [-1.25, 1.78, 3.82], [-1.02, 1.64, 1.08], [-1.73, 0.31, 2.01]], "mulliken_charge": [0.083, -0.386, -0.301, 0.657, -0.407, -0.317, 0.275, 0.256, 0.204, 0.193, 0.194, -0.210, 0.319, -0.214, -0.096, -0.038, -0.406, 0.861, -0.241, -0.442, -0.487, 0.586, -0.179, 0.482, 0.464, -0.780, -2.122, 0.622, -0.288, -0.581, -0.743, -0.028, 1.125, -0.465, -0.721, -0.729, -0.280, 0.840, 0.042, -0.773, -0.808, -0.116, 0.378, -0.048, 0.435, 0.209, 0.325, 0.364, 0.058, 0.090, -0.023, 0.467, 0.342, 0.386, 0.442, 0.206, 0.283, 0.192, 0.110, 0.185, 0.414, 0.267, 0.288, 0.427, -0.162, 0.317], "lumo_ev": [-2.0, -6.1], "e_above_lowest_kj_mol": 64.6, "spin_multiplicity": 3, "total_charge": 1}

6.
{"formula": "C21H22AuN8O2S2", "method": "ωB97M-V/def2-TZVPD", "species": ["Au", "S", "C", "N", "N", "C", "C", "C", "C", "C", "C", "N", "N", "C", "C", "C", "C", "C", "C", "H", "H", "H", "H", "H", "H", "H", "H", "H", "H", "H", "C", "N", "C", "C", "C", "O", "N", "C", "O", "H", "H", "H", "H", "H", "S", "C", "N", "C", "C", "N", "H", "H", "H", "H", "H", "H"], "positions_angstrom": [[-0.91, -0.32, -1.53], [-1.50, 1.87, -0.93], [-0.81, 2.03, 0.60], [-1.52, 2.76, 1.44], [-1.04, 3.30, 2.54], [0.26, 3.80, 2.91], [1.16, 4.30, 1.99], [2.36, 4.83, 2.44], [2.65, 4.86, 3.81], [1.72, 4.39, 4.71], [0.51, 3.86, 4.27], [0.42, 1.46, 1.07], [0.78, 0.48, 0.39], [2.01, -0.11, 0.86], [2.61, -0.98, -0.03], [3.80, -1.60, 0.32], [4.36, -1.36, 1.56], [3.74, -0.50, 2.46], [2.56, 0.14, 2.11], [-1.78, 3.56, 3.16], [0.94, 4.30, 0.93], [3.07, 5.23, 1.73], [3.58, 5.28, 4.15], [1.92, 4.42, 5.78], [-0.22, 3.48, 4.97], [2.16, -1.14, -1.01], [4.29, -2.27, -0.38], [5.28, -1.85, 1.84], [4.17, -0.32, 3.44], [2.06, 0.81, 2.80], [0.91, -5.52, -2.88], [0.81, -4.08, -3.10], [1.63, -3.42, -3.96], [1.59, -2.08, -4.14], [0.64, -1.37, -3.35], [0.52, -0.11, -3.28], [-0.20, -2.05, -2.54], [-0.16, -3.41, -2.34], [-0.90, -4.01, -1.60], [1.56, -5.94, -3.64], [-0.07, -5.97, -2.94], [1.32, -5.73, -1.89], [2.33, -4.05, -4.49], [2.25, -1.58, -4.83], [-2.41, -1.08, 0.16], [-3.92, -0.70, -0.59], [-4.95, -0.19, 0.06], [-6.09, 0.07, -0.83], [-5.64, -0.61, -2.15], [-4.23, -0.92, -1.86], [-4.86, 0.18, 0.99], [-6.23, 1.14, -0.96], [-7.01, -0.36, -0.44], [-5.72, 0.06, -3.00], [-6.19, -1.52, -2.35], [-3.62, -1.44, -2.47]], "mulliken_charge": [0.600, -0.296, 0.338, -0.760, 0.232, 0.723, -0.207, -0.604, -0.570, -0.537, -0.404, -0.011, 0.005, -0.082, 0.195, -0.776, -0.398, -0.681, -0.210, 0.271, 0.420, 0.398, 0.415, 0.390, 0.382, 0.253, 0.402, 0.385, 0.396, 0.453, -0.919, 0.066, 0.236, -1.120, 1.158, -0.695, -0.431, 0.316, -0.627, 0.303, 0.316, 0.320, 0.351, 0.486, -0.337, 0.307, -0.123, -0.441, -0.471, -0.024, 0.235, 0.287, 0.304, 0.309, 0.302, 0.167], "lumo_ev": [-4.9, -4.4], "e_above_lowest_kj_mol": 58.1, "total_charge": 1}

no.,DFT total energy (Ha)
1,-1971.85692
2,-362.89271
3,-689.82660
4,-3012.39769
5,-4821.26711
6,-2333.78158